# 1
{
  "formula": "C46H50BInN11O2S3",
  "method": "ωB97M-V with the def2-TZVPD basis set",
  "symbols": ["In", "O", "C", "N", "C", "C", "C", "C", "C", "C", "N", "C", "O", "C", "C", "C", "C", "C", "N", "C", "C", "C", "C", "C", "N", "H", "H", "H", "H", "H", "H", "H", "H", "H", "H", "H", "H", "C", "C", "C", "C", "N", "C", "C", "N", "B", "N", "C", "C", "N", "C", "S", "C", "C", "C", "C", "N", "C", "C", "N", "C", "S", "C", "C", "C", "C", "C", "S", "H", "H", "H", "H", "H", "H", "H", "H", "H", "H", "H", "H", "H", "H", "H", "H", "H", "H", "H", "H", "H", "H", "H", "H", "H", "H", "H", "H", "H", "H", "H", "H", "H", "H", "N", "C", "C", "C", "C", "C", "C", "C", "H", "H", "H", "H"],
  "positions_angstrom": [[-0.64386, -0.71203, 1.22373], [-1.78200, -3.84412, 3.91429], [-1.26899, -2.97413, 3.21399], [-1.84793, -2.16654, 2.31977], [-3.13680, -2.49926, 1.81589], [-3.36399, -3.78395, 1.32559], [-4.57737, -4.14099, 0.76336], [-5.59766, -3.20101, 0.69210], [-5.39282, -1.92636, 1.18970], [-4.17045, -1.54521, 1.74557], [-4.05021, -0.26412, 2.29791], [-3.17534, 0.53386, 1.82153], [-2.42421, 0.35448, 0.75640], [-2.92518, 1.82057, 2.56654], [-3.17056, 3.05387, 1.96913], [-2.86476, 4.20400, 2.67231], [-2.30265, 4.08774, 3.93586], [-2.07258, 2.81589, 4.43329], [-2.37828, 1.70004, 3.77471], [0.24769, -2.82776, 3.31173], [0.92286, -3.28388, 4.43644], [2.30559, -3.28902, 4.42455], [2.97835, -2.84989, 3.28981], [2.23373, -2.38536, 2.22244], [0.89785, -2.37800, 2.23597], [-2.55959, -4.50577, 1.39344], [-4.72265, -5.14303, 0.37807], [-6.55376, -3.46610, 0.25613], [-6.18394, -1.18702, 1.15773], [-3.55938, 3.09731, 0.96156], [-3.04654, 5.17822, 2.23428], [-2.04329, 4.96169, 4.51925], [-1.60603, 2.67943, 5.40359], [0.34343, -3.63079, 5.27968], [2.85887, -3.63806, 5.28770], [4.05872, -2.85583, 3.23844], [2.70275, -1.98910, 1.32841], [-3.81729, 3.53475, -3.48221], [-3.79826, 2.00970, -3.59648], [-4.53212, 1.63291, -4.88657], [-4.48464, 1.35845, -2.39521], [-2.41167, 1.47181, -3.65224], [-2.12496, 0.28563, -4.32498], [-0.93798, -0.15115, -3.89205], [-0.46477, 0.73496, -2.94026], [0.61496, 0.37003, -1.89846], [1.09250, -1.08270, -2.20342], [2.24167, -1.42720, -2.87288], [2.41290, -2.75341, -2.74206], [1.36962, -3.23456, -1.95899], [0.55026, -2.18848, -1.66167], [-0.96776, -2.21346, -0.85419], [1.35647, -4.66556, -1.53488], [0.25345, -4.99270, -0.53207], [1.16321, -5.52336, -2.78613], [2.70501, -4.95911, -0.86653], [1.85813, 1.28452, -1.95397], [2.05769, 2.36932, -2.77813], [3.13764, 3.03340, -2.33482], [3.62519, 2.34873, -1.22333], [2.83465, 1.25061, -1.00808], [3.01399, 0.01805, 0.14797], [4.72859, 2.82982, -0.34921], [4.16974, 3.07754, 1.05304], [5.27835, 4.14053, -0.90450], [5.86133, 1.80225, -0.31832], [-1.37952, 1.74273, -2.77859], [-1.19638, 3.03092, -1.71321], [-4.83901, 3.88041, -3.65234], [-3.16287, 3.98629, -4.23045], [-3.48169, 3.86822, -2.50597], [-5.48847, 2.15436, -4.90257], [-4.74457, 0.56518, -4.94508], [-3.96331, 1.93469, -5.76847], [-5.53275, 1.66281, -2.34209], [-3.97598, 1.64424, -1.47600], [-4.43392, 0.27024, -2.46956], [-2.78240, -0.14165, -5.05548], [-0.38849, -1.03255, -4.17077], [0.15127, 0.41495, -0.79414], [2.85852, -0.69600, -3.36483], [3.20001, -3.38342, -3.11054], [-0.73945, -4.85009, -0.95176], [0.32541, -4.37709, 0.36487], [0.37360, -6.04060, -0.25079], [0.17901, -5.33603, -3.21781], [1.22997, -6.57899, -2.51779], [1.91978, -5.31343, -3.54338], [2.88607, -4.24063, -0.06560], [3.53797, -4.91096, -1.56813], [2.68402, -5.96110, -0.43680], [1.38511, 2.59654, -3.58602], [3.58011, 3.93443, -2.71106], [3.34615, 3.79330, 1.01082], [4.95390, 3.48366, 1.69577], [3.79786, 2.15121, 1.48933], [4.52359, 4.92844, -0.89050], [5.65666, 4.02190, -1.92149], [6.10751, 4.45409, -0.27102], [5.50294, 0.85204, 0.07004], [6.66457, 2.17155, 0.32283], [6.25934, 1.64358, -1.32377], [2.91194, 5.12087, 4.45573], [2.37690, 4.22063, 3.97741], [1.70967, 3.09189, 3.38439], [1.96728, 1.80841, 3.86172], [1.33208, 0.71930, 3.28299], [0.43913, 0.88785, 2.22772], [0.18721, 2.18037, 1.76476], [0.81229, 3.27638, 2.33334], [2.66700, 1.67026, 4.67699], [1.54759, -0.26688, 3.67531], [-0.49422, 2.33021, 0.93542], [0.61372, 4.27634, 1.96636]],
  "atomic_forces_ev_per_a": [[0.1138, -0.2065, -0.0353], [0.0021, -0.0553, 0.0278], [-0.0489, 0.0970, -0.0454], [0.0670, 0.0484, -0.1187], [-0.0516, 0.0552, 0.1814], [-0.0164, 0.0177, -0.0177], [0.0245, 0.0158, -0.0157], [-0.0041, -0.0226, 0.0100], [-0.0060, -0.0110, -0.0380], [0.1112, -0.0882, -0.0448], [0.0022, -0.0023, 0.1258], [0.1606, -0.0126, -0.1568], [-0.2883, 0.0958, 0.2874], [-0.0008, 0.0313, -0.0748], [0.0710, -0.0101, -0.0109], [-0.0097, 0.0009, -0.0250], [-0.0355, 0.0245, 0.0036], [0.0122, -0.0386, -0.0530], [-0.0994, 0.0056, 0.0724], [0.0048, -0.1073, -0.1434], [0.0050, -0.0029, 0.0397], [-0.0156, 0.0099, -0.0132], [-0.0141, -0.0538, 0.0779], [-0.0320, -0.0564, 0.0011], [0.0231, 0.1480, 0.0995], [0.0029, -0.0042, -0.0045], [-0.0021, -0.0015, 0.0217], [-0.0020, 0.0190, 0.0012], [0.0157, 0.0097, 0.0145], [-0.0289, -0.0273, -0.0507], [0.0014, -0.0042, 0.0079], [0.0363, -0.0149, -0.0039], [-0.0143, 0.0114, 0.0151], [-0.0082, -0.0437, -0.0199], [-0.0030, 0.0066, 0.0034], [-0.0084, 0.0347, -0.0145], [-0.0590, -0.1510, 0.0969], [0.0380, 0.0222, -0.0179], [-0.0242, 0.0816, 0.0781], [0.0470, -0.0667, 0.0087], [0.0081, 0.0274, 0.0052], [0.0170, 0.0071, -0.0020], [-0.0731, 0.1349, -0.0197], [0.1862, -0.0405, 0.0341], [-0.0880, 0.1527, 0.0759], [0.0890, 0.0290, -0.1569], [-0.0168, -0.0511, 0.0818], [-0.0324, 0.0310, 0.0265], [-0.0232, -0.0311, 0.0572], [0.0702, -0.0405, -0.0714], [0.1700, 0.0146, 0.1144], [-0.0085, 0.2405, -0.0100], [-0.1029, -0.0332, 0.0524], [0.0089, 0.0306, 0.0166], [0.0008, 0.0159, 0.0206], [-0.0068, 0.0499, -0.0300], [0.0124, -0.0883, 0.0261], [-0.1387, -0.0426, 0.0572], [0.0789, -0.0157, 0.0193], [-0.0105, 0.0030, -0.0312], [0.0017, 0.1574, -0.1437], [0.0535, 0.2179, -0.1862], [0.0331, -0.0858, 0.0947], [0.0416, -0.0126, -0.0415], [-0.0749, 0.0024, -0.0252], [-0.0506, -0.0334, -0.0532], [-0.0712, -0.3039, -0.1347], [0.0599, -0.0466, 0.0661], [-0.0049, -0.0068, -0.0084], [-0.0311, 0.0030, -0.0179], [-0.0171, -0.0102, -0.0457], [-0.0010, -0.0090, 0.0125], [0.0131, -0.0021, -0.0129], [-0.0104, 0.0083, 0.0003], [0.0322, 0.0116, 0.0190], [0.0212, 0.0285, 0.0956], [-0.0458, 0.0033, -0.0278], [-0.0032, 0.0068, -0.0136], [-0.0281, 0.0316, -0.0173], [0.0121, 0.0899, 0.0127], [-0.0293, 0.0195, 0.0352], [-0.0253, -0.0312, 0.0133], [0.0424, -0.0609, 0.0335], [0.0024, -0.0517, -0.0282], [0.0223, -0.0208, -0.0133], [0.0113, -0.0065, -0.0127], [-0.0116, 0.0110, -0.0089], [0.0104, -0.0107, 0.0096], [-0.0020, -0.0311, 0.0082], [0.0039, 0.0118, -0.0042], [-0.0036, 0.0039, -0.0176], [-0.0208, 0.0126, 0.0483], [0.0196, -0.0023, 0.0415], [0.0514, -0.0052, -0.0082], [-0.0113, 0.0114, -0.0104], [-0.0060, 0.0572, -0.0091], [0.0260, 0.0103, -0.0097], [0.0240, 0.0089, 0.0100], [-0.0142, 0.0102, 0.0121], [0.0206, -0.0071, 0.0016], [-0.0126, 0.0033, -0.0182], [0.0082, 0.0191, 0.0104], [0.0081, -0.0096, -0.0244], [-0.0534, -0.0461, -0.0229], [-0.0360, -0.0043, 0.0651], [-0.0100, -0.0594, 0.0202], [-0.0643, 0.1459, 0.0378], [-0.1035, -0.2437, -0.2513], [0.1150, -0.0449, -0.0169], [0.0115, 0.0792, 0.0068], [-0.0108, 0.0111, 0.0103], [0.0146, -0.0088, 0.0150], [-0.0092, 0.0377, -0.0214], [-0.0047, -0.0075, -0.0100]],
  "total_energy_ev": -107364.4085,
  "molar_mass_da": 1010.812,
  "charge": -1,
  "lumo_ev": 2.124,
  "spin_multiplicity": 1
}

---

# 2
{
  "formula": "C4H12NOS",
  "method": "ωB97M-V with the def2-TZVPD basis set",
  "symbols": ["C", "N", "C", "C", "S", "C", "H", "H", "H", "H", "H", "H", "H", "H", "H", "H", "H", "H", "O"],
  "positions_angstrom": [[-1.59485, 1.39118, 0.44369], [-0.91878, 0.10776, 0.37524], [0.47086, 0.20459, -0.16374], [1.35454, -0.93826, 0.29860], [3.12789, -0.63984, -0.04114], [-2.66370, 1.47619, 1.55285], [-2.09192, 1.60714, -0.49968], [-0.91297, 2.23820, 0.64398], [-0.73257, -0.19565, 1.33272], [0.53514, 0.08903, -1.25609], [0.86420, 1.20124, 0.03281], [1.20828, -1.12243, 1.38629], [0.94983, -1.86471, -0.12183], [-2.10571, 1.60818, 2.47560], [-3.14063, 0.50723, 1.72753], [-3.30482, 2.32126, 1.32606], [-2.77468, -1.56481, -2.01338], [-1.70254, -0.69323, -1.42997], [-2.10668, -0.93902, -2.26789]],
  "atomic_forces_ev_per_a": [[-0.6027, 0.4604, 0.2107], [0.6300, -0.0270, 0.2010], [-0.0550, -0.2660, -0.9658], [0.1221, -0.0855, 1.2040], [-0.3494, -0.1716, -0.0739], [1.3945, -0.8430, -0.0805], [0.1290, -0.0867, -0.3382], [0.1286, -0.2508, -0.2465], [-0.3860, -0.0852, -0.1141], [-0.6379, 0.3406, 0.0234], [0.4055, -0.0466, 0.3894], [0.1082, 0.4020, -0.1558], [0.2172, 0.0066, -0.4299], [-0.1447, 0.5323, 0.3701], [-0.5820, 0.2689, -0.5523], [-0.3947, -0.1574, 0.3776], [-0.4074, -0.4104, 0.1058], [0.3604, 0.1665, 0.6085], [0.0645, 0.2527, -0.5335]],
  "total_energy_ev": -18715.9935,
  "molar_mass_da": 122.213,
  "de_lowest_kj_mol": 73.43,
  "charge": -1,
  "lumo_ev": 3.297,
  "spin_multiplicity": 1
}